# C26H29AsClF6IrN3O4S6

C26H29AsClF6IrN3O4S6 as an isolated structure (ωB97M-V/def2-TZVPD, the OMol25 dataset).

Results
HOMO energy (spin up / spin down) = -5.132 / -9.393 eV
Electronic energy = -7261.911581 Eh
Multiplicity = 6
Kohn-Sham gap (spin up / spin down) = 2.414 / 6.237 eV
LUMO energy (spin up / spin down) = -2.7 / -3.2 eV
Energy relative to the best compared isomer or geometry (same formula, charge and spin) = 397.9 kJ/mol

CARTESIAN COORDINATES (ANGSTROEM)
Ir1 0.731 0.471 2.803
S1 -6.306 2.461 2.134
C1 -4.766 1.976 2.217
S2 -4.222 0.676 3.231
C2 -2.529 0.764 2.864
C3 -2.159 1.800 1.987
S3 -0.606 2.150 1.447
S4 -3.460 2.789 1.408
S5 -1.501 -0.359 3.576
C4 -0.138 -1.813 -5.572
C5 -1.081 -0.809 -4.889
C6 -0.593 0.604 -5.218
C7 -2.485 -0.976 -5.482
C8 -1.134 -1.086 -3.357
O1 -1.604 -2.430 -3.234
C9 -2.123 -0.216 -2.544
C10 -1.820 1.266 -2.232
C11 -2.639 2.307 -2.962
C12 -4.013 2.162 -3.126
C13 -4.770 3.138 -3.759
C14 -4.148 4.279 -4.233
Cl1 -5.089 5.501 -5.036
C15 -2.785 4.457 -4.075
C16 -2.044 3.470 -3.440
C17 0.283 -1.022 -2.758
N1 0.252 -1.112 -1.299
C18 0.609 -0.200 -0.411
N2 0.276 -0.614 0.799
C19 -0.271 -1.842 0.590
N3 -0.313 -2.178 -0.675
H1 -0.231 -1.707 -6.655
H2 -0.384 -2.840 -5.305
H3 0.911 -1.627 -5.326
H4 -0.547 0.712 -6.304
H5 0.412 0.811 -4.841
H6 -1.270 1.372 -4.847
H7 -2.420 -0.942 -6.572
H8 -3.152 -0.167 -5.172
H9 -2.930 -1.929 -5.195
H10 -1.458 -2.725 -2.324
H11 -2.225 -0.746 -1.596
H12 -3.100 -0.306 -3.017
H13 -0.763 1.501 -2.379
H14 -2.000 1.414 -1.162
H15 -4.514 1.278 -2.749
H16 -5.838 3.016 -3.881
H17 -2.311 5.354 -4.448
H18 -0.974 3.608 -3.324
H19 0.784 -0.087 -2.993
H20 0.879 -1.849 -3.135
H21 1.070 0.743 -0.656
H22 -0.629 -2.474 1.386
F1 1.876 2.492 3.351
As1 1.349 2.691 5.063
F2 1.175 4.361 4.816
F3 2.967 2.822 5.549
F4 0.743 2.707 6.647
F5 1.481 0.914 5.092
F6 -0.250 2.385 4.427
C20 6.492 -3.417 6.893
C21 5.493 -3.003 5.845
C22 4.161 -2.783 6.171
C23 3.239 -2.395 5.208
C24 3.670 -2.236 3.900
C25 4.997 -2.456 3.542
C26 5.896 -2.834 4.519
S6 2.561 -1.719 2.655
O2 2.734 -2.539 1.496
O3 1.185 -1.741 3.252
O4 2.812 -0.256 2.405
H23 6.042 -3.436 7.884
H24 7.339 -2.729 6.916
H25 6.885 -4.413 6.679
H26 3.836 -2.904 7.197
H27 2.207 -2.206 5.467
H28 5.313 -2.332 2.514
H29 6.934 -2.999 4.253

These are the Löwdin partial charges, in e, on atoms 1 to 5:
1 Ir 1.148
2 S 0.640
3 C -1.488
4 S 0.943
5 C -1.100